Molecular formula: C30H33ClN4O4OsS2Sb
Method: DFT, ωB97M-V/def2-TZVPD

XYZ file:
```
76
Properties=species:S:1:pos:R:3:forces:R:3:lowdin_charge:R:1
Os -0.758 -0.108 -0.202 0.503 -1.140 -0.149 1.20
S -0.597 -2.552 -1.465 0.398 0.685 -0.073 0.66
C -1.871 -3.704 -1.688 -0.228 0.025 0.143 -0.66
N -2.642 -3.591 -2.799 -0.033 -0.188 0.035 0.07
C -3.574 -4.492 -3.157 -0.101 -0.049 -0.062 -0.01
C -3.794 -5.597 -2.375 0.040 -0.032 0.151 0.01
C -3.024 -5.760 -1.223 -0.011 0.009 -0.076 0.02
C -2.071 -4.817 -0.875 -0.095 0.092 -0.115 -0.05
H -2.445 -2.811 -3.415 0.019 0.022 -0.013 0.15
H -4.111 -4.306 -4.076 0.035 0.053 -0.007 0.15
H -4.546 -6.319 -2.655 0.014 0.001 -0.049 0.14
H -3.160 -6.633 -0.598 -0.039 0.000 -0.003 0.14
H -1.477 -4.934 0.017 0.070 0.027 -0.029 0.11
S 1.416 0.115 -0.738 -0.613 -0.279 0.221 0.24
Sb 2.752 0.230 1.337 0.714 0.363 0.341 1.55
C 4.731 0.253 0.579 -0.719 -0.032 0.211 -0.36
C 5.660 -0.549 1.233 -0.049 0.006 0.131 -0.11
C 6.990 -0.469 0.851 0.043 0.019 0.003 -0.04
C 7.370 0.394 -0.169 -0.042 -0.068 0.020 -0.02
C 6.424 1.171 -0.829 -0.045 0.013 -0.088 -0.04
C 5.090 1.106 -0.460 -0.044 0.019 -0.039 -0.13
C 2.070 2.180 1.861 0.192 -0.679 -0.027 -0.37
C 2.935 3.253 1.695 0.125 -0.067 0.046 -0.10
C 2.477 4.532 1.989 -0.004 0.046 0.007 -0.04
C 1.179 4.722 2.441 0.019 -0.034 -0.059 -0.03
C 0.325 3.636 2.605 -0.089 -0.007 -0.012 -0.06
C 0.763 2.356 2.304 -0.065 -0.062 0.045 -0.15
C 2.532 -1.364 2.736 -0.254 0.649 -0.697 -0.37
C 2.756 -2.661 2.296 0.000 -0.079 -0.098 -0.12
C 2.512 -3.703 3.177 0.019 -0.020 0.000 -0.04
C 2.057 -3.435 4.464 -0.019 0.033 -0.046 -0.03
C 1.838 -2.128 4.879 0.001 0.034 0.083 -0.04
C 2.066 -1.071 4.009 -0.053 0.073 0.064 -0.11
H 5.362 -1.208 2.040 0.048 -0.008 -0.008 0.10
H 7.728 -1.075 1.358 0.012 -0.002 -0.017 0.13
H 8.410 0.454 -0.459 0.001 0.007 -0.006 0.13
H 6.723 1.822 -1.639 0.023 0.015 0.018 0.12
H 4.348 1.700 -0.981 0.047 0.051 -0.001 0.10
H 3.954 3.103 1.361 0.004 0.040 0.008 0.10
H 3.144 5.376 1.877 -0.004 0.002 -0.014 0.13
H 0.826 5.719 2.666 0.034 0.004 0.051 0.12
H -0.678 3.789 2.983 0.001 -0.006 -0.018 0.12
H 0.095 1.509 2.435 0.021 0.024 0.091 0.08
H 3.112 -2.865 1.292 -0.018 -0.034 0.009 0.12
H 2.669 -4.724 2.855 0.059 0.001 0.032 0.12
H 1.869 -4.252 5.148 0.001 -0.002 -0.001 0.13
H 1.478 -1.922 5.878 0.040 -0.031 0.018 0.13
H 1.893 -0.051 4.333 -0.030 -0.013 0.004 0.11
C -5.508 1.494 -2.026 0.194 -0.049 -0.002 -0.13
C -4.827 0.166 -2.297 -0.195 0.110 -0.125 -0.14
N -3.444 0.223 -1.817 0.124 0.301 0.184 0.08
C -2.716 1.361 -1.871 -0.293 -0.210 -0.249 -0.32
N -1.424 1.323 -1.404 -0.089 -0.144 0.072 -0.17
C -0.609 2.550 -1.577 0.024 0.366 -0.077 -0.23
C -1.011 3.307 -2.828 -0.212 -0.221 0.147 -0.13
C -2.475 3.655 -2.703 0.280 0.169 -0.005 -0.11
N -3.251 2.449 -2.404 0.180 -0.169 0.119 0.00
C -4.689 2.577 -2.694 -0.354 -0.020 -0.048 -0.11
H -5.569 1.665 -0.949 -0.045 0.003 -0.003 0.13
H -6.516 1.495 -2.434 -0.018 0.037 0.027 0.14
H -4.819 -0.036 -3.371 -0.015 -0.049 0.018 0.13
H -5.338 -0.653 -1.798 0.097 -0.039 0.038 0.13
H -3.186 -0.454 -1.119 -0.019 -0.138 -0.058 0.07
H 0.433 2.257 -1.640 -0.002 -0.015 0.062 0.04
H -0.732 3.193 -0.700 0.059 -0.069 0.043 0.13
H -0.833 2.690 -3.711 0.021 0.054 -0.039 0.14
H -0.418 4.216 -2.912 0.032 -0.007 -0.025 0.14
H -2.866 4.088 -3.623 -0.056 -0.060 0.004 0.14
H -2.625 4.380 -1.898 -0.086 0.012 -0.046 0.15
H -4.827 2.557 -3.778 0.066 0.006 0.012 0.15
H -4.999 3.562 -2.342 0.075 0.014 -0.018 0.14
O -2.541 -0.965 0.861 -0.140 1.094 -0.891 -0.45
Cl -1.748 -1.726 1.862 -0.151 -1.041 0.756 0.71
O -1.857 -3.097 1.618 -0.123 -0.156 0.065 -0.22
O -2.048 -1.321 3.156 -0.156 0.210 0.337 -0.17
O -0.362 -1.274 1.503 0.870 0.526 -0.323 -0.55
```
Positions in Å, forces in eV/Å.

Output
Kohn-Sham gap (spin up / spin down): 7.3 / 5.6 eV
Total energy: -3269.20997 a.u.
Energy relative to the best compared isomer or geometry (same formula, charge and spin): 0.0 kcal per mole
Net charge: +3
HOMO (spin up / spin down): -16.29 / -16.49 eV
⟨S²⟩: 6.03
Spin multiplicity: 5